57
Properties=species:S:1:pos:R:3:forces:R:3 method="wB97M-V/def2-TZVPD" e_above_lowest_kcal_mol=60.46 spin_multiplicity=1 smiles="COc1cc(CCCN2C(N)=NC[C@@H]2Cc2ccccc2)cc(OC)c1OC" total_charge=0 e_homo_ha=-0.2804 gap_ev=8.3057
C 2.55594 4.65068 0.60005 -0.1 0.2 -0.2
O 2.74734 3.77289 1.68028 0.0 -0.6 0.3
C 2.80757 2.42474 1.43359 0.0 0.1 0.2
C 2.69740 1.88533 0.15374 0.1 0.0 -0.1
C 2.71996 0.51835 -0.05939 0.1 0.2 0.0
C 2.51404 -0.05645 -1.43291 -0.2 -0.2 0.0
C 1.11004 -0.66202 -1.56595 0.1 0.2 -0.2
C 0.00386 0.40636 -1.46676 0.2 -0.2 0.1
N -1.16549 -0.07404 -0.78779 0.0 0.1 0.1
C -1.49081 0.20502 0.52158 -0.5 -0.1 -0.2
N -0.56118 0.76757 1.35486 0.2 0.1 0.0
N -2.69741 -0.04716 0.86137 0.1 0.2 0.7
C -3.39702 -0.52182 -0.31391 0.0 0.1 -0.1
C -2.36109 -0.52946 -1.46845 -0.1 -0.3 -0.1
C -2.16360 -1.92010 -2.09782 -0.1 0.3 0.0
C -3.41411 -2.37548 -2.78923 0.1 -0.1 0.0
C -4.24230 -3.33415 -2.22074 0.0 0.0 0.0
C -5.41250 -3.72088 -2.85044 -0.1 -0.1 0.0
C -5.77142 -3.15266 -4.05992 -0.1 0.0 0.0
C -4.95080 -2.19915 -4.63853 0.0 0.1 -0.1
C -3.78211 -1.81541 -4.00731 0.0 0.0 0.0
C 2.86743 -0.33520 1.02722 0.0 -0.1 0.1
C 3.00333 0.17649 2.30750 0.0 0.1 0.2
O 3.16460 -0.57737 3.43088 0.0 0.5 -0.2
C 3.19609 -1.97560 3.29968 0.0 -0.3 -0.1
C 2.97272 1.56849 2.52968 0.1 0.0 0.2
O 3.07635 1.92625 3.84285 -0.3 -0.3 -0.4
C 3.54055 3.20842 4.19774 0.1 0.4 0.3
H 3.38022 4.59699 -0.11888 0.0 0.0 0.0
H 1.60792 4.45885 0.08732 0.0 0.0 0.0
H 2.52974 5.64712 1.03908 0.0 0.0 -0.1
H 2.58709 2.53942 -0.69585 0.0 0.1 -0.1
H 2.64691 0.71863 -2.18938 0.1 0.0 0.0
H 3.25219 -0.84035 -1.61671 0.1 0.1 -0.1
H 1.03661 -1.19686 -2.51423 0.0 -0.1 0.0
H 0.95910 -1.38879 -0.76548 0.0 0.0 0.0
H 0.38577 1.26879 -0.91215 0.0 0.0 -0.1
H -0.28239 0.74786 -2.46744 0.0 0.1 0.1
H 0.39701 0.47794 1.22789 0.1 0.0 0.0
H -0.86180 0.78107 2.31677 0.0 0.0 0.0
H -3.79066 -1.52293 -0.11942 -0.1 0.0 -0.1
H -4.24728 0.13284 -0.52527 0.0 -0.1 -0.1
H -2.64053 0.17929 -2.26224 0.1 -0.1 0.0
H -1.88288 -2.62272 -1.31131 0.1 0.0 0.0
H -1.34382 -1.86138 -2.81793 0.1 -0.1 0.0
H -3.96655 -3.78807 -1.27933 0.0 0.0 0.1
H -6.04561 -4.46848 -2.39505 0.0 -0.1 0.0
H -6.68469 -3.45326 -4.55188 -0.1 0.0 0.0
H -5.22238 -1.75475 -5.58522 0.0 0.0 -0.1
H -3.14283 -1.07451 -4.46712 0.1 0.1 -0.1
H 2.89178 -1.39936 0.85603 0.0 -0.2 0.0
H 4.02962 -2.30557 2.67012 0.0 0.0 0.0
H 2.25702 -2.36630 2.89274 0.0 0.0 0.0
H 3.33517 -2.36059 4.30856 0.0 0.0 -0.1
H 4.44933 3.47365 3.65175 0.0 0.0 0.0
H 3.76420 3.14472 5.26279 0.0 0.0 -0.1
H 2.78327 3.97711 4.02967 0.1 -0.1 0.0